No. 1
# C22H56BrF7N21O13S

A 11-piece molecular cluster, C22H56BrF7N21O13S overall at a distorted geometry (ωB97M-V/def2-TZVPD, the Open Molecules 2025 dataset).

Properties
Max |F| (eV/A): 1.5
E (a.u.): -6671.5066
Frontier orbital gap (alpha / beta) (eV): 8.90 / 9.47
⟨S²⟩: 0.754
LUMO (alpha / beta) (eV): 0.19 / 0.11

Structure (ORCA input):
```
! RIJCOSX wB97M-V def2-TZVPD def2/J DEFGRID3
* xyz 0 2
Br 1.22 -2.65 -4.35
S 1.06 -0.79 -6.85
F -0.62 -2.89 -6.82
F -3.32 -1.46 -4.15
F -1.18 -1.15 -7.96
F -2.39 -0.07 -6.16
F -3.32 -2.58 -6.01
F -0.89 -0.46 -4.64
F -1.91 -3.07 -4.43
O -5.44 -4.12 0.58
O -0.67 0.51 -0.81
O 5.24 5.21 4.42
O -10.68 2.55 1.90
O 1.55 -1.09 -8.17
O 5.38 10.82 5.00
O 2.25 -7.08 5.57
O 3.30 0.55 4.86
O -5.44 2.64 -0.04
O 5.73 -0.56 -5.60
O -0.80 2.78 2.49
O 0.83 0.60 -6.58
O -2.43 -6.57 2.34
N -4.67 -6.38 2.02
N -9.88 1.04 0.42
N -2.67 0.27 -1.85
N 0.80 2.19 4.00
N 4.19 10.40 3.12
N -7.14 3.12 1.38
N -4.63 -2.30 -0.50
N 5.87 5.27 6.61
N -12.16 1.43 0.58
N 0.37 -5.80 5.63
N -6.01 1.13 1.57
N 4.77 2.27 4.66
N 5.07 -1.35 -4.83
N 0.69 1.16 1.95
N -2.50 1.53 0.06
N 3.46 11.98 4.63
N 0.67 -7.36 3.96
N 5.51 0.10 4.95
N 5.01 7.14 5.58
N -3.97 -2.75 1.66
N -3.76 -8.36 2.79
C 4.46 0.95 4.83
C -4.73 -3.12 0.58
C 0.18 2.09 2.80
C -10.90 1.73 1.02
C -3.55 -7.07 2.38
C 4.50 -3.79 -4.58
C 4.06 -0.62 -4.01
C 2.79 -0.32 -4.83
C 1.17 -6.77 5.09
C 5.66 -2.94 -6.58
C 5.36 5.83 5.47
C 4.66 0.76 -3.65
C -0.65 -1.54 -6.80
C 4.59 -2.57 -5.54
C 3.79 -1.29 -2.65
C 2.21 -1.52 -5.60
C -1.58 -1.01 -5.64
C 4.41 11.05 4.30
C -2.54 -2.09 -5.06
C -1.86 0.76 -0.86
C -6.15 2.32 0.91
C 3.30 -2.30 -6.34
H -2.25 -0.31 -2.56
H 6.66 -2.88 -6.14
H -6.58 0.86 2.35
H 3.59 12.48 5.49
H -7.73 2.87 2.15
H 4.87 9.72 2.83
H 5.70 0.65 -3.33
H 2.66 12.17 4.06
H 6.13 4.30 6.57
H -4.66 -8.79 2.83
H 2.03 0.10 -4.18
H -4.56 -5.43 1.70
H -2.95 -8.90 3.05
H -4.01 -3.33 2.48
H -4.04 -1.48 -0.51
H -0.21 -7.10 3.54
H -5.29 0.50 1.26
H 4.03 2.93 4.55
H -3.49 1.73 0.02
H -5.59 -6.77 2.06
H 3.50 -4.21 -4.51
H 4.64 7.59 4.76
H -7.28 4.00 0.92
H -12.92 1.92 1.01
H -0.51 -5.54 5.23
H 1.59 1.62 4.25
H 6.47 0.40 4.91
H 0.45 2.86 4.65
H 0.70 -5.34 6.45
H 4.08 1.15 -2.81
H -3.37 -1.96 1.66
H -1.95 1.93 0.81
H 3.05 0.45 -5.55
H 5.15 -4.59 -4.94
H 4.64 -1.17 -1.99
H 5.49 -3.95 -6.95
H 5.11 7.67 6.42
H 3.40 10.57 2.53
H 1.47 0.57 2.18
H 1.23 -8.07 3.52
H -8.95 1.25 0.74
H 5.97 5.77 7.47
H 4.88 -3.52 -3.60
H 4.58 1.47 -4.47
H 5.63 -2.28 -7.45
H -5.15 -2.54 -1.32
H 5.72 2.61 4.62
H -3.65 0.48 -1.91
H 2.88 -3.27 -6.61
H 5.31 -0.88 5.07
H 2.95 -0.76 -2.20
H -12.34 0.76 -0.14
H 3.48 -2.33 -2.72
H -10.02 0.35 -0.30
H 3.56 -1.81 -7.27
H 0.24 1.08 1.06
*
```

Here are the Löwdin charges for atoms 1 to 99, given in e:
1. Br 0.970
2. S 0.750
3. F 0.090
4. F 0.152
5. F 0.132
6. F 0.161
7. F 0.203
8. F 0.108
9. F 0.162
10. O 0.004
11. O 0.012
12. O 0.010
13. O 0.014
14. O -0.254
15. O 0.017
16. O 0.013
17. O 0.003
18. O 0.013
19. O -0.003
20. O -0.008
21. O -0.255
22. O -0.001
23. N 0.163
24. N 0.155
25. N 0.155
26. N 0.162
27. N 0.146
28. N 0.165
29. N 0.168
30. N 0.152
31. N 0.149
32. N 0.144
33. N 0.160
34. N 0.165
35. N -0.102
36. N 0.172
37. N 0.186
38. N 0.147
39. N 0.153
40. N 0.151
41. N 0.164
42. N 0.168
43. N 0.145
44. C -0.668
45. C -0.661
46. C -0.676
47. C -0.685
48. C -0.679
49. C -0.027
50. C -0.464
51. C -0.172
52. C -0.693
53. C -0.041
54. C -0.674
55. C -0.030
56. C -0.483
57. C -0.446
58. C -0.050
59. C -0.722
60. C -0.387
61. C -0.691
62. C -0.563
63. C -0.667
64. C -0.673
65. C -0.159
66. H 0.065
67. H 0.096
68. H 0.098
69. H 0.102
70. H 0.093
71. H 0.101
72. H 0.093
73. H 0.092
74. H 0.090
75. H 0.090
76. H 0.127
77. H 0.045
78. H 0.098
79. H 0.102
80. H 0.064
81. H 0.068
82. H 0.081
83. H 0.093
84. H 0.050
85. H 0.099
86. H 0.040
87. H 0.094
88. H 0.113
89. H 0.103
90. H 0.089
91. H 0.047
92. H 0.092
93. H 0.100
94. H 0.098
95. H 0.093
96. H 0.098
97. H 0.071
98. H 0.126
99. H 0.076

No. 2
# C4H8O3

C4H8O3 as an isolated structure at a distorted geometry (ωB97M-V/def2-TZVPD, the Open Molecules 2025 dataset).

Properties
Max |F| (eV/A): 2.7
E (a.u.): -382.7850
Frontier orbital gap (eV): 9.22
Energy relative to the best compared isomer or geometry (same formula, charge and spin) (eV): 4.894
LUMO (eV): -0.16

Structure (ORCA input):
```
! RIJCOSX wB97M-V def2-TZVPD def2/J DEFGRID3
* xyz 0 1
O 1.86 -0.85 0.87
O -1.81 0.55 -1.48
O 0.64 -0.61 -1.05
C 1.11 0.31 1.06
C 0.00 0.07 0.02
C -0.98 1.09 -0.47
C -0.39 -1.31 0.25
H -0.42 1.97 -0.82
H 0.64 0.42 2.05
H 1.66 -0.87 -0.30
H -1.05 -1.83 -0.41
H -1.21 0.25 -2.18
H 1.71 1.21 0.85
H -0.11 -1.81 1.19
H -1.63 1.39 0.36
*
```

Quick look at the Löwdin charges, all values in e:
1. O -0.190
2. O -0.041
3. O -0.025
4. C -0.233
5. C -0.525
6. C -0.183
7. C 0.217
8. H 0.136
9. H 0.133
10. H 0.111
11. H 0.109
12. H 0.096
13. H 0.125
14. H 0.133
15. H 0.139

No. 3
# C49H49AsBN10OPtSSe

C49H49AsBN10OPtSSe as an isolated structure (ωB97M-V/def2-TZVPD, the Open Molecules 2025 dataset).

Properties
Max |F| (eV/A): 0.6
E (a.u.): -7698.4037
Frontier orbital gap (alpha / beta) (eV): 8.60 / 5.57
Energy relative to the best compared isomer or geometry (same formula, charge and spin) (eV): 0.000
⟨S²⟩: 8.814
LUMO (alpha / beta) (eV): -4.52 / -7.80

Structure (ORCA input):
```
! RIJCOSX wB97M-V def2-TZVPD def2/J DEFGRID3
* xyz 2 6
Pt -0.11 -0.03 -0.27
Se 2.45 0.22 1.82
As -0.99 3.70 -0.36
S -1.06 -1.14 3.31
O -0.40 -0.52 2.09
N 2.92 3.02 2.68
N -0.09 0.00 -2.49
N 0.30 2.35 -0.34
N -2.21 -1.93 -1.39
N -0.70 -1.01 -3.16
N 0.19 -2.75 -1.55
N -1.48 -3.45 -3.25
N -1.09 -3.55 -4.54
N 0.76 -1.98 -0.60
N -1.96 -1.09 -0.38
C 1.85 -2.63 -0.18
C 1.99 -3.84 -0.86
C 2.74 1.93 2.34
C -1.94 -2.57 2.71
C -1.96 2.84 2.20
C -3.39 -4.74 1.83
C 2.14 -3.08 5.85
C 0.22 -1.91 4.27
C -3.30 1.73 -1.51
C -0.03 5.50 -2.77
C -1.66 3.60 -2.14
C -2.16 -4.43 1.24
C -4.29 3.03 2.84
C 2.06 4.05 -0.15
C -1.54 4.40 -4.40
C 2.54 1.81 -1.00
C -1.09 4.47 -3.08
C -3.51 -2.27 -1.36
C 0.12 0.98 -3.37
C -3.05 2.64 -3.82
C -2.03 -4.62 -2.81
C -0.55 2.46 2.56
C -2.65 2.67 -2.49
C -2.52 3.49 -4.78
C -4.11 -1.64 -0.29
C -5.40 2.75 3.81
C -0.31 0.59 -4.63
C -3.90 5.01 -0.37
C -1.43 -3.35 1.68
C -3.09 -0.90 0.29
C -4.54 3.81 1.70
C -2.28 3.49 0.98
C 3.85 2.15 -1.14
C 3.39 4.38 -0.28
C 2.25 -3.16 4.47
C -3.56 4.09 0.77
C -3.00 2.58 3.08
C -3.17 -2.84 3.30
C -2.01 -5.50 -3.86
C 1.57 2.75 -0.50
C -0.83 -0.67 -4.45
C -3.89 -3.95 2.85
C 1.28 -2.57 3.66
C -2.98 3.41 -6.21
C 0.92 -3.86 -1.73
C 4.29 3.43 -0.77
C 0.10 -1.82 5.65
C 1.07 -2.42 6.44
C -1.42 -4.78 -4.91
B -1.06 -2.30 -2.38
H -3.74 0.89 -2.04
H -1.24 -1.37 -5.16
H -4.06 3.60 -6.28
H -2.36 -4.75 -1.79
H 2.76 -4.57 -0.75
H -4.69 5.68 -0.06
H -5.14 -1.71 0.02
H -2.38 -6.51 -3.87
H -5.52 4.24 1.56
H -1.22 -5.10 -5.92
H -3.95 -5.59 1.49
H 0.59 1.90 -3.06
H -4.84 -4.18 3.31
H -1.11 5.07 -5.13
H -0.22 1.58 2.01
H 2.20 0.83 -1.32
H 1.38 4.78 0.28
H -2.47 4.13 -6.84
H -1.77 -5.06 0.45
H 2.49 -2.22 0.59
H 0.81 5.40 -3.46
H 4.55 1.44 -1.54
H -3.55 -2.22 4.09
H -2.58 1.34 -0.79
H -3.05 5.62 -0.69
H -2.78 2.06 4.00
H 0.15 3.27 2.38
H 2.90 -3.54 6.47
H -4.09 2.23 -0.94
H -3.80 1.91 -4.11
H 0.37 5.43 -1.76
H -0.49 -3.09 1.21
H -6.20 2.19 3.32
H -0.50 2.21 3.62
H 5.34 3.69 -0.87
H 0.99 -2.37 7.52
H 0.63 -4.60 -2.47
H 3.08 -3.68 4.01
H 3.73 5.35 0.02
H -0.25 1.15 -5.55
H -4.25 4.46 -1.24
H -3.92 -2.94 -2.10
H 1.34 -2.65 2.59
H -0.73 -1.30 6.10
H -5.84 3.68 4.16
H -2.80 2.41 -6.61
H -5.05 2.18 4.66
H -0.43 6.51 -2.88
H -3.12 -0.24 1.15
*
```

Here are the Löwdin charges for atoms 1 to 99, given in e:
1. Pt 1.112
2. Se 0.960
3. As 1.494
4. S 1.038
5. O -0.707
6. N 0.140
7. N -0.057
8. N -0.146
9. N 0.043
10. N 0.035
11. N 0.030
12. N -0.028
13. N 0.079
14. N -0.094
15. N -0.095
16. C -0.157
17. C -0.014
18. C -0.712
19. C -0.390
20. C -0.245
21. C -0.050
22. C -0.046
23. C -0.382
24. C -0.041
25. C -0.041
26. C -0.299
27. C -0.054
28. C -0.219
29. C -0.067
30. C 0.006
31. C -0.104
32. C -0.273
33. C -0.039
34. C -0.139
35. C 0.003
36. C -0.106
37. C -0.075
38. C -0.277
39. C -0.239
40. C -0.019
41. C -0.022
42. C -0.027
43. C -0.033
44. C -0.072
45. C -0.160
46. C 0.008
47. C -0.287
48. C -0.043
49. C -0.049
50. C -0.050
51. C -0.271
52. C 0.007
53. C -0.075
54. C -0.040
55. C -0.425
56. C -0.035
57. C -0.055
58. C -0.102
59. C -0.024
60. C -0.024
61. C -0.004
62. C -0.072
63. C -0.050
64. C -0.128
65. B -0.645
66. H 0.091
67. H 0.114
68. H 0.095
69. H 0.107
70. H 0.111
71. H 0.097
72. H 0.113
73. H 0.103
74. H 0.137
75. H 0.112
76. H 0.116
77. H 0.098
78. H 0.116
79. H 0.132
80. H -0.003
81. H 0.075
82. H 0.091
83. H 0.085
84. H 0.105
85. H 0.054
86. H 0.097
87. H 0.125
88. H 0.113
89. H 0.027
90. H 0.077
91. H 0.125
92. H 0.071
93. H 0.118
94. H 0.087
95. H 0.135
96. H 0.024
97. H 0.085
98. H 0.096
99. H 0.099